Entry 1:
{
  "formula": "C32H24F9N4NaPS",
  "method": "the ωB97M-V functional and the def2-TZVPD basis",
  "homo_lumo_gap_ev": 8.420,
  "e_homo_ev": -10.85,
  "charge": 1,
  "species": ["Na", "C", "N", "C", "C", "N", "C", "S", "C", "C", "C", "C", "C", "N", "H", "H", "H", "H", "H", "H", "H", "H", "H", "F", "C", "F", "F", "C", "C", "C", "C", "C", "C", "P", "C", "C", "C", "C", "C", "C", "C", "F", "F", "F", "C", "C", "C", "C", "C", "C", "C", "F", "F", "F", "H", "H", "H", "H", "H", "H", "H", "H", "H", "H", "H", "H", "C", "C", "N", "H", "H", "H"],
  "xyz": [[0.4335, -0.0042, -0.8772], [4.7213, -0.2660, 2.2542], [4.3171, 0.8705, 1.4427], [5.1513, 1.8660, 0.9656], [4.3906, 2.7283, 0.2734], [3.0817, 2.2566, 0.3377], [3.0396, 1.1039, 1.0702], [1.7117, 0.1580, 1.4973], [1.9768, 2.9830, -0.1918], [1.8139, 4.3023, 0.1988], [0.7872, 5.0346, -0.3770], [-0.0235, 4.4168, -1.3142], [0.2183, 3.0890, -1.6208], [1.1979, 2.3653, -1.0707], [5.8011, -0.2372, 2.3694], [4.4236, -1.1909, 1.7650], [4.2420, -0.2155, 3.2295], [6.2112, 1.8548, 1.1446], [4.6507, 3.6156, -0.2742], [2.4723, 4.7329, 0.9401], [0.6273, 6.0667, -0.0967], [-0.8308, 4.9442, -1.8024], [-0.4043, 2.5798, -2.3465], [-7.0431, -3.7271, 0.7171], [-5.7818, -3.9954, 0.3508], [-5.2746, -4.8624, 1.2384], [-5.8446, -4.6321, -0.8367], [-4.9546, -2.7434, 0.2375], [-3.7425, -2.6242, 0.9030], [-2.9787, -1.4829, 0.7225], [-3.4241, -0.4491, -0.1006], [-4.6547, -0.5711, -0.7383], [-5.4152, -1.7184, -0.5747], [-2.2860, 0.9718, -0.2897], [-3.1511, 2.0125, -1.5176], [-3.1819, 1.5560, -2.8359], [-3.7820, 2.3061, -3.8345], [-4.3468, 3.5326, -3.5177], [-4.3141, 4.0059, -2.2140], [-3.7184, 3.2483, -1.2173], [-4.9958, 4.3860, -4.5752], [-6.2547, 4.7074, -4.2377], [-5.0372, 3.7737, -5.7654], [-4.3254, 5.5418, -4.7389], [-2.5235, 1.8759, 1.2740], [-3.7643, 1.9877, 1.8975], [-3.8942, 2.7064, 3.0744], [-2.7774, 3.3140, 3.6308], [-1.5345, 3.2024, 3.0266], [-1.4084, 2.4798, 1.8503], [-2.8817, 4.1009, 4.9110], [-2.4608, 5.3670, 4.7330], [-2.1136, 3.5667, 5.8758], [-4.1352, 4.1541, 5.3755], [-3.3961, -3.4193, 1.5488], [-2.0238, -1.3992, 1.2305], [-5.0244, 0.2223, -1.3743], [-6.3681, -1.8149, -1.0791], [-2.7398, 0.5971, -3.0872], [-3.8123, 1.9412, -4.8516], [-4.7608, 4.9630, -1.9767], [-3.7019, 3.6233, -0.2022], [-4.6354, 1.5104, 1.4650], [-4.8564, 2.7953, 3.5587], [-0.6669, 3.6662, 3.4789], [-0.4333, 2.3673, 1.3921], [-1.1765, -4.6597, -1.5039], [-0.6985, -3.2933, -1.3557], [-0.3346, -2.2125, -1.2452], [-2.2655, -4.6635, -1.4971], [-0.8087, -5.2687, -0.6802], [-0.8182, -5.0731, -2.4446]],
  "mulliken_charge": [0.896, -0.825, 0.193, -0.446, -0.490, 0.295, -0.010, -0.389, 0.158, -0.346, -0.713, -0.449, -0.652, -0.377, 0.313, 0.324, 0.332, 0.440, 0.500, 0.524, 0.476, 0.503, 0.720, -0.250, 0.767, -0.284, -0.254, 0.215, -0.776, -0.856, 0.369, 0.079, -1.160, 1.219, 0.175, -0.484, -0.874, 0.239, -1.174, -0.361, 0.757, -0.248, -0.281, -0.251, -0.367, 0.141, -0.919, 0.274, -1.025, -0.167, 0.784, -0.256, -0.252, -0.280, 0.547, 0.491, 0.393, 0.455, 0.486, 0.516, 0.429, 0.467, 0.515, 0.503, 0.425, 0.429, -0.768, 0.260, -0.449, 0.199, 0.291, 0.338]
}

Entry 2:
{
  "formula": "C2H8OP2",
  "method": "the ωB97M-V functional and the def2-TZVPD basis",
  "homo_lumo_gap_ev": [5.944, 9.192],
  "e_homo_ev": [-7.70, -9.87],
  "species": ["C", "C", "O", "P", "P", "H", "H", "H", "H", "H", "H", "H", "H"],
  "xyz": [[1.2498, 0.1434, -0.0665], [-0.1551, 0.3332, 0.2833], [1.3331, -0.0686, -1.4398], [-0.6573, 0.5105, 1.9417], [-1.4555, 0.5641, -0.9193], [1.5295, -0.8162, 0.4605], [1.8839, 1.0750, -0.0205], [-0.0344, -2.1649, -0.7712], [0.6619, -0.8634, -1.5821], [-1.7751, -0.3662, 1.6940], [-0.0415, -0.5655, 2.6953], [-1.8524, 1.9214, -0.6565], [-0.5677, 1.1772, -1.9290]],
  "mulliken_charge": [-0.548, 0.214, -0.502, -0.171, -0.082, 0.311, 0.316, 0.085, 0.157, 0.046, 0.038, 0.058, 0.078]
}

Entry 3:
{
  "formula": "C17H23AsN2SSe4TeW",
  "method": "the ωB97M-V functional and the def2-TZVPD basis",
  "homo_lumo_gap_ev": [5.603, 5.601],
  "e_homo_ev": [-12.76, -12.76],
  "charge": 2,
  "species": ["W", "C", "C", "C", "C", "C", "C", "H", "H", "H", "H", "H", "H", "Se", "Se", "Te", "Se", "C", "N", "C", "Se", "N", "C", "C", "C", "C", "C", "C", "H", "H", "H", "H", "H", "H", "H", "H", "C", "As", "C", "C", "S", "H", "H", "H", "H", "H", "H", "H", "H", "H"],
  "xyz": [[-1.4870, -0.6366, 0.3850], [0.1832, -3.1760, 2.8060], [0.5516, -1.8873, 3.1578], [-0.3854, -0.8543, 3.1414], [-1.7247, -1.1274, 2.8368], [-2.0695, -2.4206, 2.3834], [-1.1140, -3.4325, 2.3746], [0.9081, -3.9770, 2.8483], [1.5696, -1.6782, 3.4579], [-0.1000, 0.1319, 3.4845], [-2.5006, -0.4368, 3.1388], [-3.1048, -2.6548, 2.1706], [-1.3967, -4.4299, 2.0650], [-3.7135, 0.0342, 0.9002], [-5.0080, 0.8504, -0.8878], [-4.2157, -0.5754, -2.7745], [-1.9220, -1.1182, -1.8614], [0.9680, 4.4068, 1.1209], [-0.3453, 3.9812, 1.5893], [-0.9845, 2.8403, 1.3159], [-0.2568, 1.5108, 0.1734], [-2.1639, 2.8444, 1.9353], [-2.3192, 4.0358, 2.6412], [-3.3535, 4.5223, 3.4294], [-3.1593, 5.7713, 3.9846], [-1.9826, 6.5046, 3.7632], [-0.9570, 6.0170, 2.9778], [-1.1570, 4.7602, 2.4208], [1.4059, 3.6303, 0.5026], [1.6130, 4.5914, 1.9779], [0.8636, 5.3187, 0.5362], [-2.8403, 2.0976, 1.8372], [-4.2611, 3.9596, 3.5983], [-3.9335, 6.1995, 4.6056], [-1.8787, 7.4789, 4.2197], [-0.0544, 6.5872, 2.8085], [1.4709, -0.2185, -2.8418], [1.4809, -1.9126, -1.9389], [3.3113, -2.3741, -1.6194], [0.7686, -3.2757, -3.0847], [0.6058, -1.8837, 0.0540], [2.0559, -0.3179, -3.7558], [1.9312, 0.5233, -2.1919], [0.4522, 0.0725, -3.0844], [3.8368, -2.4335, -2.5715], [3.3448, -3.3391, -1.1175], [3.7648, -1.6152, -0.9856], [1.4056, -3.3537, -3.9653], [-0.2464, -3.0238, -3.3771], [0.7774, -4.2169, -2.5383]],
  "mulliken_charge": [0.341, -0.574, -0.536, -0.185, -0.874, -0.155, -0.416, 0.447, 0.442, 0.430, 0.858, 0.425, 0.460, -0.174, -0.161, 0.043, 0.021, -0.928, 0.272, 0.046, -0.098, 0.639, 0.479, -0.741, -0.554, -0.638, -0.571, 0.443, 0.248, 0.364, 0.366, -0.180, 0.449, 0.420, 0.412, 0.464, -0.952, 0.590, -1.069, -0.960, -0.264, 0.448, 0.291, 0.336, 0.432, 0.390, 0.368, 0.407, 0.336, 0.363]
}

Entry 4:
{
  "formula": "C4H9O2S",
  "method": "the ωB97M-V functional and the def2-TZVPD basis",
  "homo_lumo_gap_ev": 7.068,
  "e_homo_ev": -3.76,
  "charge": -1,
  "species": ["C", "C", "O", "O", "H", "H", "H", "C", "C", "S", "H", "H", "H", "H", "H", "H"],
  "xyz": [[1.9163, -1.9447, -0.2280], [1.8305, -1.3141, 1.1642], [2.8350, -0.6689, 1.5499], [0.7716, -1.5100, 1.8173], [2.7939, -2.5855, -0.2755], [2.0593, -1.1782, -0.9977], [1.0019, -2.4834, -0.4780], [-1.4868, 0.2087, 0.5697], [-1.3982, 2.3996, -1.1039], [-0.7100, 1.8336, 0.4737], [-1.1526, -0.4300, -0.2432], [-1.2550, -0.2251, 1.5363], [-2.5696, 0.3544, 0.4840], [-2.2428, 3.0624, -0.9057], [-1.7436, 1.5447, -1.6827], [-0.6498, 2.9364, -1.6804]],
  "mulliken_charge": [-0.856, 0.596, -0.742, -0.727, 0.299, 0.196, 0.258, -0.856, -0.793, -0.061, 0.263, 0.248, 0.388, 0.252, 0.243, 0.293]
}

Entry 5:
{
  "formula": "C38H52BeN3OP2",
  "method": "the ωB97M-V functional and the def2-TZVPD basis",
  "homo_lumo_gap_ev": 5.582,
  "e_homo_ev": -8.51,
  "charge": 1,
  "species": ["C", "C", "C", "C", "C", "H", "H", "H", "N", "P", "P", "C", "H", "H", "C", "O", "C", "H", "C", "C", "C", "C", "C", "H", "H", "H", "C", "H", "H", "H", "C", "H", "H", "H", "C", "H", "H", "H", "C", "H", "H", "H", "C", "H", "H", "H", "C", "H", "H", "H", "C", "H", "H", "H", "C", "H", "H", "H", "C", "H", "H", "H", "C", "H", "H", "H", "C", "H", "H", "H", "Be", "N", "C", "C", "C", "C", "C", "H", "C", "H", "C", "H", "H", "H", "N", "C", "C", "C", "C", "C", "C", "C", "H", "H", "H", "H", "H"],
  "xyz": [[1.7753, -2.4686, -0.7914], [0.8962, -1.2219, -2.6318], [2.4111, -3.3549, -1.6386], [1.6470, -2.0086, -3.5356], [2.3831, -3.0685, -3.0184], [2.9771, -4.1883, -1.1960], [1.5359, -1.7746, -4.6049], [2.9323, -3.7205, -3.6932], [1.0563, -1.4254, -1.2738], [1.9076, -0.9147, 1.4256], [-1.3432, 0.3151, -2.0164], [1.9282, -2.6125, 0.7154], [1.1066, -3.1859, 1.1711], [2.8550, -3.1368, 0.9785], [-1.6401, 0.9880, 0.9981], [-1.7978, 1.6893, 1.9007], [-0.0678, -0.2818, -3.0626], [-0.0795, -0.0567, -4.1291], [-2.8462, -0.8973, -2.3107], [-1.7820, 2.0529, -2.7488], [1.5270, -1.0071, 3.2895], [3.6707, -0.3143, 1.0262], [-3.7796, -0.7247, -1.0993], [-4.2875, 0.2478, -1.1094], [-4.5451, -1.5162, -1.1203], [-3.2338, -0.8021, -0.1555], [-3.5897, -0.6128, -3.6136], [-4.0927, 0.3584, -3.6424], [-2.9265, -0.6962, -4.4812], [-4.3700, -1.3783, -3.7430], [-2.3349, -2.3388, -2.3970], [-3.1829, -3.0379, -2.3007], [-1.8561, -2.5391, -3.3643], [-1.6229, -2.5651, -1.6033], [-3.0845, 2.5283, -2.0865], [-3.0370, 2.4480, -0.9907], [-3.2343, 3.5858, -2.3489], [-3.9607, 1.9720, -2.4370], [-0.6523, 3.0234, -2.3986], [-0.5628, 3.2060, -1.3259], [0.3178, 2.6723, -2.7637], [-0.8380, 3.9878, -2.8930], [-1.8803, 2.0252, -4.2737], [-2.6675, 1.3732, -4.6564], [-2.1131, 3.0465, -4.6076], [-0.9306, 1.7350, -4.7361], [3.9410, 1.0025, 1.7655], [4.9053, 1.4011, 1.4169], [3.1738, 1.7529, 1.5460], [4.0131, 0.8722, 2.8511], [3.8171, -0.0632, -0.4820], [3.7692, -0.9915, -1.0584], [3.0658, 0.6264, -0.8620], [4.8002, 0.3916, -0.6688], [4.7060, -1.3697, 1.4110], [5.6949, -0.9581, 1.1727], [4.6896, -1.6222, 2.4734], [4.5954, -2.2876, 0.8268], [0.2524, -1.8236, 3.5229], [0.3459, -2.8513, 3.1538], [0.0823, -1.8802, 4.6063], [-0.6293, -1.3600, 3.0732], [1.3254, 0.4158, 3.8309], [0.5141, 0.9419, 3.3134], [1.0556, 0.3381, 4.8928], [2.2279, 1.0309, 3.7554], [2.7000, -1.6978, 3.9817], [2.9394, -2.6638, 3.5196], [3.6049, -1.0808, 4.0126], [2.4152, -1.8962, 5.0230], [0.2777, -0.4486, -0.2276], [-0.8120, -1.5790, 0.5219], [-1.4851, -2.5091, 0.8098], [-2.2572, -3.6813, 1.1249], [-2.9745, -3.8057, 2.3373], [-2.3210, -4.7881, 0.2438], [-3.6753, -4.9735, 2.6659], [-2.9736, -2.9677, 3.0291], [-3.0371, -5.9492, 0.5628], [-1.7906, -4.7443, -0.7042], [-3.7103, -6.0524, 1.7805], [-4.1972, -5.0546, 3.6231], [-3.0640, -6.7877, -0.1392], [-4.2539, -6.9639, 2.0391], [0.8854, 1.1903, -0.1459], [1.2236, 2.2987, 0.1065], [1.4377, 3.6732, 0.4465], [2.6929, 4.3275, 0.2899], [2.8605, 5.6630, 0.6933], [1.7975, 6.3931, 1.2456], [0.5440, 5.7689, 1.3530], [0.3604, 4.4330, 0.9605], [3.5264, 3.7773, -0.1618], [3.8371, 6.1481, 0.5810], [1.9304, 7.4326, 1.5828], [-0.3094, 6.3254, 1.7497], [-0.6242, 3.9556, 1.0601]],
  "mulliken_charge": [0.333, 0.430, -0.745, -1.048, -0.943, 0.496, 0.490, 0.431, 1.119, 0.749, 0.475, -1.672, 0.660, 0.863, 0.206, -0.318, -1.570, 0.098, 2.088, 2.394, 1.956, 2.267, -1.439, 0.276, 0.529, -0.036, -2.134, 0.353, 0.403, 0.521, -0.991, 0.638, 0.332, -0.494, -1.772, 0.221, 0.520, 0.255, -1.679, 0.011, 0.244, 0.672, -1.844, 0.274, 0.552, 0.367, -1.802, 0.580, 0.203, 0.249, -1.757, 0.332, 0.190, 0.641, -1.806, 0.532, 0.258, 0.340, -1.814, 0.332, 0.636, 0.184, -1.494, 0.091, 0.517, 0.298, -1.883, 0.292, 0.313, 0.550, -1.448, 0.202, 1.577, -0.538, -0.200, -0.159, -0.784, 0.445, -0.827, 0.427, -0.330, 0.393, 0.395, 0.416, 0.180, 0.890, 0.008, -0.113, -0.735, -0.430, -0.754, -0.107, 0.489, 0.394, 0.401, 0.405, 0.282]
}

Let's list E_tot in order: -88531.16490; -22822.23330; -363148.28897; -19225.48391; -65742.49649 eV.